The following is a quantum chemistry calculation of an isolated molecule of C3H6N2, from the OMol25 dataset.

XYZ file:
```
11
Properties=species:S:1:pos:R:3:forces:R:3:nbo_charge:R:1
H 0.7673 -0.4394 -1.5218 -0.45 -0.29 0.33 0.365
C 0.4202 0.8522 0.7872 0.20 -0.18 0.02 0.253
H -1.7444 -1.3249 -0.1944 0.38 0.39 -0.33 0.196
H -1.4758 0.3241 -0.8692 -0.15 0.01 0.17 0.182
N 0.1400 1.9541 0.9029 -0.10 0.67 0.15 -0.325
C 0.6839 -0.5611 0.4990 0.98 -0.17 -0.02 -0.330
N 0.2224 -0.9425 -0.8131 0.74 -0.19 -0.06 -0.594
H 0.2084 -1.1408 1.2755 -0.38 -0.35 0.12 0.231
C -1.1904 -0.7299 -0.9508 -1.05 -0.23 -0.46 -0.427
H -1.5336 -1.0806 -1.9314 0.14 0.02 0.17 0.209
H 1.7581 -0.7865 0.6005 -0.31 0.30 -0.09 0.241
```
Forces are in eV/Å.

Values from the calculation:
Kohn-Sham gap, eV: 10.694
SMILES: CNCC#N

---

The following is a quantum chemistry calculation of an isolated molecule of C3H6N2, from the OMol25 dataset.

XYZ file:
```
11
Properties=species:S:1:pos:R:3:forces:R:3:nbo_charge:R:1
C 1.3546 -0.6525 -0.2455 -4.55 0.19 -1.16 0.291
C -0.9929 0.4001 -0.6417 0.84 1.61 1.88 -0.266
H -1.7501 0.2213 -1.3875 -0.09 0.25 0.03 0.217
C -0.9148 -0.3070 0.6872 -0.82 1.85 3.23 -0.216
H 1.7730 -1.5048 -0.7349 0.83 -0.64 0.45 0.185
H -1.6309 -0.9757 1.1288 -0.48 -0.23 -0.16 0.194
H 1.4153 1.3815 0.2885 0.87 -4.01 -0.16 0.369
H -0.4106 0.3417 1.5127 -0.74 -0.96 -1.37 0.161
N -0.1479 -0.7371 -0.3467 2.74 -1.29 -2.26 -0.481
H -0.6108 1.4788 -0.3955 -0.51 -1.88 -1.31 0.176
N 1.9149 0.3536 0.1346 1.92 5.10 0.81 -0.630
```
Forces are in eV/Å.

Values from the calculation:
Kohn-Sham gap, eV: 10.383
SMILES: [H]/N=C\N1CC1

---

Q: Kohn-Sham gap of number 2 (C3H6N2)?
A: 10.383 eV

---

Q: Kohn-Sham gap of number 1 (C3H6N2)?
A: 10.694 eV